(1)
CsH4O6P as an isolated structure at a distorted geometry. Source: the Open Molecules 2025 dataset; level of theory: the ωB97M-V functional and the def2-TZVPD basis.

XYZ file:
```
12
Properties=species:S:1:pos:R:3
Cs 1.22851 2.52347 5.31021
P 1.35979 -0.54306 3.85638
O 0.08464 -0.69036 4.78297
O 1.15513 0.81965 3.03400
O 1.53792 -1.68728 2.88282
O 2.61291 -0.32023 4.78710
O 0.00533 2.98918 2.40853
H 0.52217 2.06411 2.47713
H 0.67356 3.67287 2.28857
O -1.45087 1.79455 7.04954
H -1.20270 0.86059 6.94135
H -1.59015 2.07133 6.13797
```

Calculated values
Relative energy (zero: lowest compared OMol25 entry of this formula, charge and spin): 0.0 kcal/mol
HOMO level: 1.46 eV
Orbital gap: 2.1 eV
Net charge: -2
Total energy: -815.40142 a.u.

(2)
One molecule with the formula C3H5N at a distorted geometry. Source: the Open Molecules 2025 dataset; level of theory: the ωB97M-V functional and the def2-TZVPD basis.

XYZ file:
```
9
Properties=species:S:1:pos:R:3
C 0.93724 -0.46332 -0.00787
C -0.18273 0.54340 -0.02458
C -1.48855 -0.02758 -0.01259
N -2.61524 -0.35478 -0.00794
H 0.87715 -1.20674 -0.83193
H 1.89799 -0.03591 -0.10006
H 0.88074 -0.94031 0.98166
H -0.15845 1.22236 0.86887
H -0.14815 1.26288 -0.86556
```

Calculated values
Relative energy (zero: lowest compared OMol25 entry of this formula, charge and spin): 4.9 kcal/mol
SMILES: CCC#N
HOMO level: -11.38 eV
Orbital gap: 12.2 eV
Total energy: -172.04728 a.u.

(3)
One molecule with the formula C7H12. Source: the Open Molecules 2025 dataset; level of theory: the ωB97M-V functional and the def2-TZVPD basis.

XYZ file:
```
19
Properties=species:S:1:pos:R:3
C -3.62854 0.79660 -0.36158
C -2.25814 1.27065 -0.17376
C -1.09602 1.55590 -0.01799
C 0.36095 1.46674 0.15257
C 0.67377 -0.03408 0.06837
C 2.12002 -0.49099 0.20025
C 2.15269 -2.02846 0.11349
H -3.62898 -0.29974 -0.36653
H -4.04859 1.13331 -1.31400
H -4.28787 1.12685 0.44633
H 0.67608 1.88597 1.11656
H 0.89143 2.02626 -0.62853
H 0.07339 -0.53935 0.83535
H 0.28849 -0.39210 -0.89478
H 2.54738 -0.14634 1.15082
H 2.72966 -0.04159 -0.59376
H 2.30008 -2.49171 1.09387
H 1.19594 -2.40196 -0.27449
H 2.93826 -2.39595 -0.55217
```

Calculated values
Relative energy (zero: lowest compared OMol25 entry of this formula, charge and spin): 35.8 kcal/mol
SMILES: CC#CCCCC
HOMO level: -9.28 eV
Orbital gap: 10.4 eV
Total energy: -273.85150 a.u.

(4)
C15H22N4O4S as an isolated structure at a distorted geometry. Source: the Open Molecules 2025 dataset; level of theory: the ωB97M-V functional and the def2-TZVPD basis.

XYZ file:
```
46
Properties=species:S:1:pos:R:3
C 1.85650 2.29501 -1.51410
H 2.65116 2.77027 -2.23732
H 2.31838 2.34380 -0.60653
H 1.05761 3.07595 -1.53259
O 1.50157 1.20335 -1.67868
C 0.91869 0.82755 -2.94050
O 0.69134 1.63529 -3.70225
C 0.63806 -0.49972 -3.21321
C 0.27174 -0.81879 -4.64188
H -0.29236 -1.79621 -4.77897
H 1.20612 -0.90267 -5.39587
H -0.37646 -0.13534 -5.00334
H 1.21623 -1.10333 -2.71078
S -0.90990 -0.81107 -2.22881
C -0.02777 -1.13311 -0.64783
N 0.99676 -1.95565 -0.62672
C 1.18419 -1.96232 0.70839
C 0.23281 -1.56084 1.46542
N -0.54973 -0.94171 0.39981
C -1.86070 -0.41186 0.82738
H -2.03912 -0.55387 1.92857
C -1.57555 1.00147 0.79290
H -0.81951 1.40238 1.49457
C -2.91793 1.85706 0.96396
C -3.17216 1.97226 2.33728
H -3.77834 0.88667 2.48656
H -2.82164 2.19189 3.25688
H -4.18779 2.49920 2.40184
C -2.62982 3.40058 0.78028
H -3.55284 4.09130 0.81432
H -2.07843 3.65456 -0.35180
H -1.74827 3.96736 1.50002
H -3.59967 1.68409 0.20314
H -1.20796 1.51061 -0.06442
H -2.64075 -0.57202 0.21822
C 0.42202 -1.64995 2.67994
O -0.39679 -1.04323 3.65938
N 1.35292 -2.38077 3.20032
C 2.59140 -2.73302 2.51965
O 3.59042 -3.38222 3.05756
N 2.26284 -2.63041 1.12495
C 3.43422 -3.37981 0.30280
H 3.07478 -3.94551 -0.24368
H 4.18845 -3.49091 1.05682
H 3.99838 -2.32490 -0.27001
H 1.52686 -2.15140 4.20833
```

Calculated values
Relative energy (zero: lowest compared OMol25 entry of this formula, charge and spin): 369.3 kcal/mol
HOMO level: -8.97 eV
Orbital gap: 9.1 eV
Total energy: -1502.46058 a.u.

(5)
C20H48NbO7S7 as an isolated structure at a distorted geometry. Source: the Open Molecules 2025 dataset; level of theory: the ωB97M-V functional and the def2-TZVPD basis.

XYZ file:
```
83
Properties=species:S:1:pos:R:3
O -4.24953 -2.28831 4.03266
C -3.90229 -1.11567 3.45271
C -2.36920 -0.75067 3.00024
Nb -2.15839 1.08810 1.67223
S -0.43257 2.06257 3.29618
C -5.13220 -0.05657 3.17091
C -5.44209 1.06968 4.34118
C -6.64099 2.15302 4.06132
C -7.44939 2.03781 2.61703
C -7.12251 0.91668 1.44948
C -5.91807 -0.18904 1.73704
H -1.70937 -0.71260 3.99215
H -1.94690 -1.68394 2.39058
H -3.39803 2.04869 2.57850
H -1.97155 2.54766 0.56532
H -0.83263 0.29557 0.66376
H -3.38371 0.45734 0.48300
H -1.15254 2.95103 4.15689
H -4.78441 1.03912 5.32073
H -6.88276 2.98634 4.87853
H -8.30871 2.81427 2.42892
H -7.66370 0.83949 0.40777
H -5.62563 -1.02075 0.93268
C 0.88998 -4.19895 -0.41536
S -0.76141 -3.46096 -0.45131
O -0.81466 -2.42141 0.62831
C -1.63141 -4.92472 0.15984
H 1.61477 -3.44346 -0.72755
H 1.12820 -4.53251 0.59741
H 0.92729 -5.04321 -1.10757
H -1.23666 -5.21338 1.13685
H -1.51049 -5.74499 -0.55141
H -2.69276 -4.68311 0.25539
C 2.75364 0.33153 0.38732
S 1.62989 1.60338 -0.23924
O 0.60045 0.91781 -1.08736
C 2.82726 2.37484 -1.35465
H 2.20393 -0.30420 1.08533
H 3.12723 -0.27718 -0.43950
H 3.58667 0.80655 0.91053
H 3.19643 1.63933 -2.07329
H 3.65791 2.78210 -0.77371
H 2.32945 3.18641 -1.89084
C 4.03438 1.17335 -6.15412
S 5.28823 1.86999 -5.05161
O 5.04453 1.31161 -3.68124
C 4.63749 3.55789 -5.07467
H 4.22055 0.10191 -6.25860
H 3.03842 1.32833 -5.73250
H 4.10563 1.64972 -7.13460
H 3.60407 3.56493 -4.72018
H 4.68870 3.95523 -6.09095
H 5.25086 4.17551 -4.41413
C -0.92821 5.01987 7.88965
S -2.22366 5.30025 6.65831
O -2.04253 4.28142 5.57283
C -1.56167 6.86920 6.04745
H -1.11663 4.06190 8.37989
H 0.04974 4.99151 7.40330
H -0.95430 5.81831 8.63473
H -0.54437 6.72616 5.67555
H -1.56671 7.60636 6.85362
H -2.19880 7.22103 5.23243
C 4.85364 -7.08493 1.46011
S 3.72989 -5.81307 0.83355
O 2.70045 -6.49864 -0.01457
C 4.92726 -5.04162 -0.28186
H 4.30393 -7.72065 2.15813
H 5.22723 -7.69364 0.63330
H 5.68667 -6.60991 1.98333
H 5.29643 -5.77712 -1.00049
H 5.75791 -4.63436 0.29909
H 4.42945 -4.23004 -0.81805
C -0.43883 -1.61845 -6.61538
S 0.04936 -1.26989 -8.32218
O 1.51287 -1.57386 -8.44391
C -0.12462 0.52679 -8.20100
H -0.36862 -2.69565 -6.44725
H 0.22805 -1.09969 -5.92264
H -1.47015 -1.29465 -6.45767
H 0.52263 0.91246 -7.40979
H -1.16636 0.77951 -7.99068
H 0.16854 0.96919 -9.15616
```

Calculated values
Relative energy (zero: lowest compared OMol25 entry of this formula, charge and spin): 194.3 kcal/mol
HOMO level: -3.82 eV
Orbital gap: 5.7 eV
Net charge: -1
Total energy: -4161.06405 a.u.

(6)
An isolated ion of composition C5H10N and charge +1 at a distorted geometry. Source: the Open Molecules 2025 dataset; level of theory: the ωB97M-V functional and the def2-TZVPD basis.

XYZ file:
```
16
Properties=species:S:1:pos:R:3
C 1.93107 0.43115 -0.43018
C 1.48561 -0.81474 0.25259
C -0.89568 0.49255 -0.54629
C 0.50268 0.86882 -0.44314
C -1.50660 -0.90304 -0.17062
N -0.41654 1.29052 0.59370
H 2.61060 1.06139 0.17722
H 2.20978 0.21503 -1.42591
H 1.01193 -1.59739 -0.31747
H 1.14630 -0.89890 1.29144
H -1.39759 1.13984 -1.29293
H -1.46221 -0.99759 0.93563
H -0.95177 -1.64841 -0.60248
H -2.57465 -0.83117 -0.36150
H -0.71760 2.31919 0.50647
H -0.43936 0.81683 1.45980
```

Calculated values
Relative energy (zero: lowest compared OMol25 entry of this formula, charge and spin): 100.8 kcal/mol
HOMO level (spin up / spin down): -13.22 / -13.22 eV
Orbital gap (spin up / spin down): 8.9 / 8.9 eV
Net charge: +1
Total energy: -250.84471 a.u.

(7)
A 2-piece molecular cluster, C9H14O overall at a distorted geometry. Source: the Open Molecules 2025 dataset; level of theory: the ωB97M-V functional and the def2-TZVPD basis.

XYZ file:
```
24
Properties=species:S:1:pos:R:3
C 2.76168 0.55014 -2.62796
C 0.92139 -1.62107 0.61497
C 0.17933 -1.36208 -0.62822
C 2.04620 -0.88054 0.82809
C 0.88082 -0.74841 -1.69944
C 2.62731 -0.05746 -0.17381
C 2.05720 -0.07673 -1.42498
H 0.48471 -2.28492 1.36692
H -0.86239 -1.56059 -0.59416
H 2.52397 -0.94061 1.78230
H 0.47238 -0.96354 -2.68887
H 3.40970 0.49825 0.10156
H 3.82876 0.85382 -2.34638
H 2.22831 1.47086 -3.00360
H 2.94057 -0.30742 -3.29024
C -3.00335 1.64366 1.56430
C -3.71909 0.90851 0.40456
O -2.88262 0.78173 2.69346
H -1.91786 1.89044 1.46525
H -3.64822 2.49754 1.98692
H -4.72506 0.62032 0.85170
H -2.89949 -0.09545 2.27669
H -3.36926 0.15423 -0.32300
H -3.91397 1.77720 -0.27778
```

Calculated values
Relative energy (zero: lowest compared OMol25 entry of this formula, charge and spin): 44.4 kcal/mol
HOMO level (spin up / spin down): 0.81 / -3.46 eV
Orbital gap (spin up / spin down): 2.8 / 6.9 eV
Net charge: -1
Total energy: -426.45360 a.u.
Spin multiplicity: 2

Q: The highest relative energy (zero: lowest compared OMol25 entry of this formula, charge and spin) belongs to which entry?
A: C15H22N4O4S

Q: Which formula does entry 6 have?
A: C5H10N